# 1
# C5H8N2

A single C5H8N2 molecule (wB97M-V/def2-TZVPD, the Open Molecules 2025 dataset).

Energy relative to the best compared isomer or geometry (same formula, charge and spin) = 16.5 kJ/mol
Kohn-Sham gap = 9.601 eV
Molecular weight = 96.13 Da
F_max = 0.004 hartree/bohr
SMILES = CCn1ccnc1
E_LUMO = 0.9 eV
HOMO level = -8.723 eV

Each line ends with the Mulliken charge.
CARTESIAN COORDINATES (ANGSTROEM)
C 1.4640 -0.9725 -0.0454  -0.287
C 0.8032 1.1104 0.1033  -0.040
H 1.3982 -2.0434 -0.1800  0.368
C 2.5252 -0.1390 0.1714  -0.439
N 0.3524 -0.1607 -0.0833  0.169
H -2.0250 1.3126 -0.5267  0.342
H 0.1389 1.9655 0.1165  0.333
C -2.0540 0.4266 0.1139  -1.314
C -1.0172 -0.6061 -0.3060  -0.212
H -1.1531 -1.5226 0.2766  0.344
N 2.1032 1.1624 0.2659  -0.634
H -1.9048 0.7412 1.1511  0.369
H -3.0542 -0.0077 0.0321  0.363
H -1.1471 -0.8655 -1.3633  0.259
H 3.5703 -0.4014 0.2741  0.378

=====

# 2
# C5H8N2

A single C5H8N2 molecule in a non-equilibrium geometry (wB97M-V/def2-TZVPD, the Open Molecules 2025 dataset).

Energy relative to the best compared isomer or geometry (same formula, charge and spin) = 174.9 kJ/mol
Kohn-Sham gap = 10.764 eV
Molecular weight = 96.13 Da
F_max = 0.022 hartree/bohr
SMILES = C[C@H]1[C@@H](C#N)N1C
E_LUMO = 0.9 eV
HOMO level = -9.853 eV

Each line ends with the Mulliken charge.
CARTESIAN COORDINATES (ANGSTROEM)
H 1.5100 -1.9693 -0.0322  0.318
C 0.5595 2.0128 -0.3347  -0.036
N 0.6978 3.0594 0.1392  -0.455
N 0.4626 -0.1771 0.5150  -0.222
H -2.7104 0.0327 -0.8279  0.345
H -0.6173 -1.2193 -1.0265  0.415
C -2.0020 0.1696 -0.0042  -1.305
H 1.1730 0.3107 -1.5175  0.399
H 1.4180 -1.5750 1.7137  0.287
C 1.5101 -1.1557 0.7092  -0.890
H -2.3721 -0.3860 0.8612  0.258
H -1.9780 1.2314 0.2558  0.332
C -0.6315 -0.3178 -0.4042  0.482
H 2.4674 -0.6254 0.6527  0.326
C 0.5130 0.6089 -0.6995  -0.254

=====

# 3
# C5H8N2

A single C5H8N2 molecule in a non-equilibrium geometry (wB97M-V/def2-TZVPD, the Open Molecules 2025 dataset).

Energy relative to the best compared isomer or geometry (same formula, charge and spin) = 127.0 kJ/mol
Kohn-Sham gap = 11.017 eV
Molecular weight = 96.13 Da
F_max = 0.021 hartree/bohr
SMILES = CC1(C)N[C@H]1C#N
E_LUMO = 0.9 eV
HOMO level = -10.103 eV

Each line ends with the Mulliken charge.
CARTESIAN COORDINATES (ANGSTROEM)
H -2.1505 0.3675 0.3028  0.381
N -1.5006 -0.8639 -2.6231  -0.501
H -0.4631 0.6553 2.3002  0.391
C -1.4495 -0.3138 -1.6058  0.256
C 0.1174 0.1634 0.2763  1.288
C 1.1168 -0.5894 -0.5868  -1.393
C 0.2843 0.0505 1.7789  -1.331
N -0.3462 1.4622 -0.1919  -0.673
H 0.1913 -0.9894 2.1082  0.322
H 0.6986 -0.8299 -1.5687  0.412
H 1.3828 -1.5442 -0.1274  0.351
H 1.2743 0.4101 2.0843  0.299
C -1.2569 0.3205 -0.3141  -0.427
H 2.0326 -0.0095 -0.7454  0.306
H 0.0686 1.7104 -1.0875  0.322

=====

# 4
# C5H8N2

A single C5H8N2 molecule in a non-equilibrium geometry (wB97M-V/def2-TZVPD, the Open Molecules 2025 dataset).

Energy relative to the best compared isomer or geometry (same formula, charge and spin) = 194.0 kJ/mol
Kohn-Sham gap = 10.703 eV
Molecular weight = 96.13 Da
F_max = 0.056 hartree/bohr
SMILES = CC1(C)N[C@@H]1C#N
E_LUMO = 0.7 eV
HOMO level = -9.991 eV

Each line ends with the Mulliken charge.
CARTESIAN COORDINATES (ANGSTROEM)
N -2.2642 -2.2876 -1.8602  -0.437
N 0.3598 -0.0067 -1.7367  -0.739
H 0.7128 -1.0467 1.2340  0.352
C -1.3816 0.6603 -0.1181  -1.654
C -0.0423 -1.3193 -1.2791  -0.221
H -1.0549 1.6974 0.1123  0.400
H 0.6739 -2.0023 -1.0188  0.562
H 1.4264 -0.0224 -1.8033  0.320
H 0.5745 0.8171 1.4068  0.375
C -0.1259 -0.1037 -0.3568  1.310
H 1.8392 -0.0596 0.5300  0.333
C 0.7836 -0.0821 0.8352  -1.356
C -1.2249 -1.8475 -1.7492  -0.059
H -1.9696 0.2168 0.6656  0.313
H -1.9275 0.6849 -0.9961  0.501

=====

# 5
# C5H8N2

A single C5H8N2 molecule (wB97M-V/def2-TZVPD, the Open Molecules 2025 dataset).

Energy relative to the best compared isomer or geometry (same formula, charge and spin) = 248.1 kJ/mol
Kohn-Sham gap = 10.018 eV
Molecular weight = 96.13 Da
F_max = 0.010 hartree/bohr
SMILES = C/N=C/C1=N[C@@H]1C
E_LUMO = 0.3 eV
HOMO level = -9.749 eV

Each line ends with the Mulliken charge.
CARTESIAN COORDINATES (ANGSTROEM)
H 3.2368 -1.1331 0.3045  0.298
H -3.4339 1.2490 -0.2055  0.299
H 2.0959 0.5319 -0.7662  0.359
C 1.1666 0.1084 -0.3583  -0.117
C -2.4783 0.8819 0.1840  -1.102
N 1.1192 -0.8536 0.4659  -0.343
H -2.0560 1.6477 0.8420  0.331
H 2.2599 -2.5339 0.8425  0.248
C 2.3640 -1.4460 0.8965  -0.664
H 2.5334 -1.1911 1.9482  0.251
H -1.9224 -0.1135 -1.7061  0.347
C -1.5277 0.5573 -0.9405  0.286
C -0.0970 0.6718 -0.8228  0.139
N -0.5839 1.6362 -1.4693  -0.609
H -2.6765 -0.0129 0.7852  0.277

=====

# 6
# C5H8N2

C5H8N2 as an isolated structure in a non-equilibrium geometry (wB97M-V/def2-TZVPD, the Open Molecules 2025 dataset).

Energy relative to the best compared isomer or geometry (same formula, charge and spin) = 468.4 kJ/mol
Kohn-Sham gap = 9.457 eV
Molecular weight = 96.13 Da
F_max = 0.070 hartree/bohr
E_LUMO = 0.9 eV
HOMO level = -8.546 eV

Each line ends with the Mulliken charge.
CARTESIAN COORDINATES (ANGSTROEM)
C 0.2118 0.3369 0.1659  0.772
N -1.8253 -1.7670 -1.6134  -0.677
H -0.2032 -1.4454 1.5354  0.365
H 1.6862 0.6858 1.6887  0.343
H 1.6532 1.9183 0.4125  0.311
H -0.7165 1.1472 -1.6877  0.270
H 2.3696 0.3282 0.0909  0.306
H -0.7262 0.8276 1.9072  0.281
H -1.7315 -1.9405 -0.5277  0.489
C 1.5524 0.8442 0.6117  -1.286
C -0.1750 0.2753 -1.3139  -0.566
C -0.5387 -0.8234 0.6745  -0.447
H 0.6715 0.0417 -1.9665  0.318
C -1.0357 -0.9297 -1.1237  0.226
N -1.0045 0.5534 0.9604  -0.704